Below is 4 unconnected molecules or ions with the total composition C12H32O4 in a non-equilibrium geometry, with properties calculated with ωB97M-V with the def2-TZVPD basis set.

**Orbital gap**: 10.44 eV
**Maximum force**: 2.4 eV/Å
**Energy relative to the best compared isomer or geometry (same formula, charge and spin)**: 0.7767 eV
**SMILES string**: CC(C)O.CC(C)O.CC(C)O.CC(C)O
**LUMO level**: 0.876 eV

ORCA input file:
```
! wB97M-V def2-TZVPD RIJCOSX def2/J DEFGRID3
* xyz 0 1
C 1.3219 -2.8805 -2.1554
C 2.4143 -1.8591 -2.4586
C 3.3634 -2.4353 -3.5017
O 1.8593 -0.6571 -2.9771
H 0.5371 -2.9583 -2.9065
H 0.8313 -2.7221 -1.1893
H 1.7771 -3.8658 -2.0054
H 3.0221 -1.6357 -1.5786
H 2.8474 -2.7538 -4.4120
H 4.0295 -3.2027 -3.1035
H 4.0384 -1.6420 -3.8419
H 1.5790 -0.8443 -3.8797
C 1.3928 3.7238 -2.0478
C 1.4644 2.2844 -1.5447
C 1.6689 2.2402 -0.0399
O 0.2518 1.6172 -1.8936
H 0.6696 4.2972 -1.4710
H 1.2600 3.7070 -3.1334
H 2.3636 4.2299 -2.0226
H 2.2377 1.8381 -2.1772
H 2.5867 2.7260 0.2945
H 1.7276 1.1953 0.2709
H 0.8161 2.6849 0.4728
H 0.4022 0.6820 -1.7091
C 0.2199 -0.9136 3.6483
C 0.6742 -0.4814 2.2673
C 1.9027 -1.2309 1.7810
O -0.3797 -0.5407 1.3162
H 0.3487 -1.9812 3.8455
H -0.8402 -0.7268 3.8511
H 0.6996 -0.3703 4.4667
H 0.9557 0.5791 2.3166
H 2.1813 -1.0148 0.7501
H 1.7793 -2.3185 1.8345
H 2.7591 -1.0507 2.4337
H -1.1935 -0.2405 1.7402
C -4.3541 -0.4450 2.5953
C -4.1566 0.2915 1.2884
C -5.2901 1.2951 0.9796
O -2.9538 1.1299 1.3808
H -4.3561 0.2302 3.4559
H -3.5798 -1.2027 2.6866
H -5.3813 -0.8095 2.6530
H -3.8220 -0.3279 0.4506
H -5.2461 2.1662 1.6274
H -6.2778 0.8286 1.0563
H -5.2182 1.6154 -0.0629
H -2.9339 1.7489 0.6489
*
```